{"formula": "C26H78O26", "method": "ωB97M-V/def2-TZVPD", "de_lowest_kcal_mol": 453.3, "homo_energy_ev": -9.230, "gap_ev": 9.494, "species": ["C", "C", "O", "O", "H", "H", "H", "H", "H", "H", "C", "C", "O", "O", "H", "H", "H", "H", "H", "H", "C", "C", "O", "O", "H", "H", "H", "H", "H", "H", "C", "C", "O", "O", "H", "H", "H", "H", "H", "H", "C", "C", "O", "O", "H", "H", "H", "H", "H", "H", "C", "C", "O", "O", "H", "H", "H", "H", "H", "H", "C", "C", "O", "O", "H", "H", "H", "H", "H", "H", "C", "C", "O", "O", "H", "H", "H", "H", "H", "H", "C", "C", "O", "O", "H", "H", "H", "H", "H", "H", "C", "C", "O", "O", "H", "H", "H", "H", "H", "H", "C", "C", "O", "O", "H", "H", "H", "H", "H", "H", "C", "C", "O", "O", "H", "H", "H", "H", "H", "H", "C", "C", "O", "O", "H", "H", "H", "H", "H", "H"], "positions_angstrom": [[13.340, 42.597, 7.519], [11.880, 42.599, 7.038], [11.720, 43.621, 6.077], [13.526, 41.318, 8.164], [13.256, 43.288, 8.392], [13.955, 42.943, 6.748], [11.216, 42.957, 7.728], [11.478, 41.629, 6.668], [10.790, 43.740, 6.355], [14.037, 40.823, 7.511], [5.106, 46.848, 8.679], [5.257, 46.949, 7.127], [4.773, 45.782, 6.528], [5.615, 48.020, 9.367], [5.623, 46.016, 9.116], [4.129, 46.746, 9.087], [6.344, 47.102, 7.120], [4.654, 47.777, 6.751], [4.501, 45.921, 5.582], [5.340, 48.042, 10.285], [7.485, 48.630, 12.660], [6.741, 48.638, 13.913], [5.549, 47.862, 13.884], [8.598, 49.380, 12.607], [6.988, 48.984, 11.873], [7.660, 47.720, 12.430], [6.510, 49.651, 14.085], [7.274, 48.349, 14.820], [5.355, 48.065, 13.027], [8.745, 49.467, 11.756], [13.184, 46.453, 9.967], [13.900, 47.658, 10.612], [15.309, 47.608, 10.305], [11.812, 46.480, 10.446], [13.650, 45.563, 9.941], [13.099, 46.587, 8.844], [13.801, 47.560, 11.572], [13.611, 48.715, 10.306], [15.505, 47.508, 9.254], [11.887, 46.046, 11.285], [11.674, 45.585, 13.891], [11.783, 44.107, 14.279], [13.228, 43.827, 14.532], [10.283, 45.851, 13.739], [12.385, 45.806, 13.131], [12.231, 46.044, 14.728], [11.514, 43.540, 13.231], [11.166, 43.841, 15.001], [13.495, 44.023, 15.483], [9.990, 46.413, 14.336], [9.586, 48.495, 6.434], [10.527, 47.690, 7.329], [9.874, 47.251, 8.515], [10.314, 48.996, 5.239], [9.219, 49.328, 6.735], [8.855, 47.920, 6.125], [11.423, 48.276, 7.561], [10.926, 46.718, 6.637], [10.507, 46.883, 9.003], [10.564, 48.377, 4.644], [2.943, 43.644, 8.224], [4.190, 43.544, 9.004], [5.291, 43.594, 8.176], [1.799, 43.070, 8.894], [2.968, 43.255, 7.193], [2.876, 44.813, 8.187], [4.254, 42.503, 9.648], [4.086, 44.127, 9.932], [5.037, 44.198, 7.484], [0.957, 43.526, 8.927], [9.161, 40.446, 13.840], [9.249, 39.683, 12.492], [7.953, 39.284, 12.085], [10.347, 40.770, 14.473], [8.664, 39.998, 14.641], [8.405, 41.368, 13.720], [9.887, 38.851, 12.885], [9.778, 40.254, 11.675], [7.611, 39.882, 11.443], [10.244, 41.125, 15.354], [5.975, 39.888, 9.387], [6.741, 39.802, 8.073], [5.766, 39.363, 7.107], [6.554, 40.864, 10.086], [5.740, 38.959, 9.824], [4.776, 40.208, 9.075], [7.520, 38.980, 8.019], [7.383, 40.623, 7.947], [5.429, 38.473, 7.512], [6.288, 41.721, 9.716], [5.019, 42.222, 12.865], [5.522, 43.064, 14.120], [6.840, 43.543, 13.778], [3.653, 41.983, 12.963], [5.698, 41.579, 12.817], [5.108, 42.764, 12.133], [5.541, 42.177, 14.755], [4.846, 43.956, 14.360], [6.834, 44.093, 13.004], [3.273, 41.524, 12.099], [10.555, 38.047, 9.268], [10.659, 39.622, 8.836], [11.097, 40.487, 9.859], [10.056, 37.225, 8.378], [9.887, 38.090, 10.386], [11.592, 37.758, 9.397], [9.635, 39.884, 8.342], [11.302, 39.613, 7.916], [12.062, 40.448, 9.979], [10.888, 37.289, 7.738], [7.988, 45.256, 4.772], [7.877, 44.202, 5.907], [9.068, 44.238, 6.574], [6.679, 45.295, 4.089], [8.700, 44.892, 4.099], [8.433, 46.125, 5.017], [7.404, 43.243, 5.496], [7.146, 44.537, 6.715], [8.951, 44.194, 7.363], [6.210, 44.499, 3.781], [9.253, 43.478, 10.667], [8.195, 44.581, 10.440], [7.898, 45.028, 11.705], [9.267, 42.625, 9.540], [9.054, 43.030, 11.615], [10.044, 44.017, 10.820], [7.365, 44.241, 10.112], [8.481, 45.490, 9.897], [8.674, 45.398, 12.142], [9.698, 41.601, 9.909]], "atomic_forces_ev_per_a": [[-4.162, -0.347, 3.378], [1.717, -0.704, -1.975], [-0.739, 0.047, -0.380], [1.449, 0.118, -1.142], [0.936, 0.006, -0.869], [1.489, -0.024, -0.984], [-1.266, -0.297, 3.159], [0.740, 0.189, 0.099], [0.062, 1.388, -1.805], [-0.078, -0.422, 0.410], [-0.164, 0.700, 1.184], [-0.142, 0.859, 2.246], [-0.451, -0.803, -1.229], [0.580, 0.406, -1.391], [0.685, -0.844, -0.483], [-1.495, -0.286, -0.560], [-0.052, 0.061, -1.245], [0.570, 0.380, 0.156], [0.799, 0.007, 1.460], [-0.204, -0.389, -0.106], [-0.633, 1.786, 2.221], [-0.169, 0.502, 2.723], [1.582, -0.377, 2.389], [1.951, 1.115, 7.039], [-3.728, 1.312, -2.966], [1.577, -6.841, -1.535], [-0.662, 1.594, 0.528], [0.518, -0.333, -0.365], [-2.255, 0.105, -3.701], [1.837, 1.069, -6.346], [-2.838, 5.120, -2.566], [1.737, 0.752, -6.768], [0.998, -0.688, -3.066], [1.117, -0.561, -0.710], [1.755, -3.297, 1.354], [-0.045, 0.445, 0.973], [-0.245, -0.344, 5.725], [-0.707, -1.597, 0.177], [-1.178, 0.453, 3.881], [-0.621, -0.332, 0.883], [0.070, -1.376, 3.047], [4.433, 0.227, -6.920], [-1.169, 0.326, 1.290], [2.889, -3.614, -5.026], [-0.210, 0.224, -1.605], [-1.084, 0.802, 0.174], [0.634, 0.714, 2.919], [-2.714, -1.271, 3.411], [-0.930, -0.309, -1.801], [-1.999, 4.261, 4.393], [6.724, -2.415, -2.499], [0.745, -1.852, -1.610], [-3.824, 2.590, -4.084], [-1.468, 2.994, 3.809], [-2.223, 5.274, 3.022], [-3.857, -3.054, -1.457], [-0.102, 0.013, 0.007], [-1.045, 2.374, 1.780], [3.950, -2.479, 3.677], [1.009, -3.455, -2.543], [-2.710, 2.782, -0.285], [-0.219, -4.804, 3.536], [0.730, 0.115, 0.744], [1.240, -0.708, 0.392], [0.422, 0.012, 0.450], [-0.608, -1.838, -0.586], [-0.282, 1.577, -1.969], [0.702, 1.165, -0.633], [0.320, 0.760, -0.946], [0.418, 0.701, -0.491], [-3.200, 3.518, -0.453], [1.035, 0.428, 1.611], [0.949, -1.256, 1.100], [2.724, 0.560, -1.132], [-1.693, -2.264, 0.345], [1.827, -1.138, -0.259], [-0.532, -0.184, -1.447], [-0.391, -0.575, 1.174], [-0.355, 1.087, -0.787], [-0.508, -0.046, 0.011], [-3.800, 1.261, -4.192], [-0.739, -4.711, 0.239], [-0.422, -1.541, 0.186], [0.898, 1.967, 3.272], [0.718, -1.098, 1.389], [3.033, -0.567, 0.524], [-0.591, 0.480, 0.840], [-0.308, 1.988, -1.138], [0.904, 2.498, -1.354], [0.344, -0.280, 0.138], [-5.033, 3.191, 7.437], [-0.747, 0.198, -2.423], [-0.504, -1.421, 1.847], [-2.364, -2.672, -1.839], [4.855, -6.900, -0.407], [1.421, 6.064, -8.066], [0.467, 1.139, 1.443], [0.699, -1.639, 0.111], [-0.133, 0.556, -0.777], [1.455, 1.433, 2.724], [-0.169, 4.880, 6.337], [-1.341, -2.298, -2.189], [-0.280, -0.413, -0.322], [1.316, -1.337, -4.974], [2.040, -0.541, -3.312], [0.459, 0.091, 1.306], [1.498, 0.165, 1.574], [0.079, 0.362, 0.859], [-0.437, 0.075, -0.375], [-3.193, -1.117, 0.875], [-3.674, -5.652, -0.845], [-3.114, 1.895, 0.259], [4.273, -0.306, -14.129], [0.314, 1.882, 0.305], [1.143, -1.077, -1.389], [0.022, 3.619, 1.337], [1.434, 0.734, 0.525], [0.194, -0.201, -1.443], [-2.180, -0.961, 15.059], [1.428, -0.025, 0.599], [-4.927, -1.192, -2.244], [5.549, 1.686, 2.123], [-1.039, 1.408, 2.573], [1.985, -4.531, 1.781], [-0.696, -0.896, 0.525], [5.661, 2.637, 0.411], [-5.631, -2.629, -2.811], [0.507, -0.623, -0.800], [0.080, -0.029, 0.088], [-1.415, 4.656, -1.811]], "mulliken_charge": [-0.531, 1.899, -0.643, -0.461, -0.029, 0.440, -1.242, -0.002, 0.430, 0.305, 0.310, 0.167, -0.497, -0.602, -0.478, 0.421, -0.260, 0.512, 0.249, 0.285, -0.477, -0.538, -0.496, -0.578, 0.513, 0.391, 0.320, 0.342, 0.285, 0.298, -0.582, -0.349, -0.630, -0.224, 0.488, 0.435, 0.340, 0.209, 0.332, -0.167, -0.414, -0.105, -0.575, -0.208, 0.195, 0.394, -0.199, 0.515, 0.307, 0.133, -0.869, 0.252, -0.207, -0.614, 0.640, 0.075, 0.361, 0.016, 0.141, 0.294, -0.456, 0.721, -0.021, -0.556, 0.210, 0.180, -0.388, 0.017, -0.161, 0.312, -0.478, 0.326, -0.560, -0.611, 0.561, -0.134, 0.404, -0.143, 0.317, 0.337, -0.427, 0.094, -0.612, 0.305, 0.625, 0.224, 0.101, -0.130, 0.369, -0.527, 0.780, -0.580, -0.291, -0.622, 0.156, -0.438, 0.372, 0.280, 0.186, 0.337, -0.713, 0.242, -0.557, -0.499, 0.040, 0.577, -0.247, 0.442, 0.232, 0.396, -0.541, 0.736, -0.312, -0.627, 0.421, 0.135, 0.257, -0.435, 0.042, 0.356, -0.594, -0.484, -0.125, 0.092, 0.143, 0.860, 0.358, -0.313, -0.062, -0.213]}